[1]
The following is a DFT calculation (ωB97M-V/def2-TZVPD) of C36H89FInN15O18P as an isolated structure in a non-equilibrium geometry.

Computed properties:
HOMO-LUMO gap, eV: 4.85
Total charge: -1

Structure (XYZ):
```
161
Properties=species:S:1:pos:R:3:mulliken_charge:R:1
C -6.22231 3.94811 2.82332 -0.269
O -5.46889 4.79540 1.97602 -0.492
C -4.32913 4.14643 1.40343 -0.698
In -4.65854 2.18648 0.36027 0.939
F -4.08450 2.45149 -1.59401 -0.857
C -3.29703 0.63343 1.24767 -1.095
C -3.49365 -0.66068 0.49458 0.544
O -3.29460 -1.77570 0.95829 -0.825
O -3.91942 -0.53666 -0.80944 -0.263
P -6.93029 1.11801 0.45053 0.120
C -8.29312 2.17320 -0.22314 -1.152
C -7.39259 0.58918 2.16701 -1.139
H -5.67757 3.04032 3.09136 0.193
H -6.44536 4.46625 3.76108 0.294
H -7.17165 3.70410 2.33382 0.025
H -3.93202 4.83981 0.65343 0.290
H -3.53016 4.03487 2.15435 0.235
H -2.25812 0.96798 1.17559 0.490
H -3.53361 0.41251 2.29204 0.322
H -4.84788 -0.81563 -0.90211 0.322
H -9.22795 1.60474 -0.15166 0.344
H -8.43543 3.14086 0.26462 0.316
H -8.09837 2.29974 -1.29032 0.288
H -6.47494 0.40231 2.73394 0.204
H -7.91129 -0.37007 2.09861 0.495
H -7.99728 1.30524 2.72953 0.285
O -2.07695 -2.78297 4.57686 -0.807
C -1.06577 -2.94557 3.89831 0.712
N -0.99683 -2.56139 2.61214 -0.028
C 0.17522 -3.58630 4.47185 -0.660
H -0.17688 -2.68499 2.04370 0.123
H -1.79171 -2.10330 2.17961 0.173
H -0.06303 -4.59091 4.81602 0.088
H 0.51330 -2.99491 5.32228 0.249
H 0.98098 -3.64851 3.74144 0.240
O -0.09971 2.69327 -3.06278 -0.794
C -0.95010 2.90102 -3.93234 0.636
N -2.26384 2.78630 -3.72519 -0.098
C -0.50916 3.30944 -5.32060 -0.534
H -2.93363 2.95529 -4.45071 0.164
H -2.60721 2.50222 -2.80847 0.090
H 0.13504 2.53415 -5.72479 -0.162
H 0.06601 4.22892 -5.25571 0.353
H -1.34788 3.46176 -5.99767 0.327
O 1.76960 3.87260 -7.18998 -0.604
C 2.64168 3.30488 -7.81899 0.409
N 2.79758 3.47168 -9.16006 -0.324
C 3.61848 2.36455 -7.15639 -0.550
H 3.50537 2.99963 -9.69436 0.130
H 2.17322 4.10349 -9.63010 0.245
H 3.06632 1.54565 -6.70007 0.282
H 4.14755 2.90702 -6.37369 0.239
H 4.34387 1.94686 -7.84882 0.149
O 5.70860 0.01243 -7.26374 -0.568
C 6.70502 -0.20734 -6.60415 0.687
N 7.53490 0.79704 -6.20426 -0.343
C 7.09049 -1.59839 -6.16576 -0.945
H 8.35490 0.64016 -5.65104 0.175
H 7.29077 1.73813 -6.45717 0.202
H 7.22754 -2.21881 -7.04931 0.281
H 6.28066 -2.01248 -5.56687 0.207
H 8.00787 -1.61243 -5.57787 0.325
O 1.24549 -6.70334 5.60333 -0.608
C 0.87854 -7.56293 6.38129 0.608
N 1.76097 -8.35138 7.04812 -0.330
C -0.58207 -7.81412 6.67243 -0.840
H 1.49089 -9.05495 7.71163 0.171
H 2.73895 -8.19560 6.88016 0.196
H -1.08543 -8.07594 5.74362 0.257
H -1.02375 -6.89923 7.06313 0.243
H -0.73039 -8.61578 7.39549 0.326
O -7.19588 2.79020 5.56808 -0.581
C -7.65393 2.08594 6.44188 0.661
N -6.91222 1.10728 7.03039 -0.365
C -9.07435 2.23091 6.93948 -0.913
H -7.26690 0.50703 7.74875 0.164
H -5.96667 0.98059 6.71097 0.201
H -9.75391 2.08196 6.10257 0.228
H -9.20893 3.23895 7.32706 0.251
H -9.31839 1.51496 7.72439 0.340
O 1.74093 -1.77324 1.39064 -0.776
C 1.65499 -0.77295 0.69210 0.539
N 1.16320 -0.82467 -0.57040 -0.235
C 2.07934 0.58700 1.17577 -0.864
H 1.07358 -0.01308 -1.15628 0.123
H 0.85995 -1.71630 -0.92494 0.227
H 3.13510 0.55424 1.44435 0.250
H 1.49681 0.83998 2.05965 0.383
H 1.92973 1.36643 0.43068 0.300
O 5.71882 2.68191 -11.51506 -0.625
C 6.52291 3.35562 -10.90168 0.673
N 6.91250 3.01533 -9.64240 -0.300
C 7.14509 4.60602 -11.47568 -0.914
H 7.57127 3.55228 -9.11253 0.182
H 6.51436 2.18302 -9.23472 0.162
H 6.35365 5.31258 -11.71745 0.237
H 7.67769 4.34614 -12.38840 0.259
H 7.84097 5.08076 -10.78491 0.325
O -1.16049 -1.01737 8.18868 -0.651
C -1.26718 -0.08606 7.40855 0.663
N -1.76714 -0.22906 6.16140 -0.171
C -0.84084 1.31778 7.78712 -0.888
H -1.85387 0.53977 5.52443 0.148
H -2.06690 -1.14822 5.85116 0.167
H 0.21706 1.30726 8.04425 0.236
H -1.41060 1.63587 8.65851 0.249
H -1.00079 2.03399 6.98177 0.300
O -3.33455 1.71304 -6.32908 -0.587
C -2.96723 0.72516 -6.92865 0.557
N -3.64271 0.25959 -8.01770 -0.404
C -1.74930 -0.06273 -6.51401 -0.546
H -3.36209 -0.55587 -8.52612 0.172
H -4.46127 0.76330 -8.31092 0.232
H -1.89019 -0.40909 -5.49152 0.196
H -0.88112 0.59228 -6.54453 0.021
H -1.56707 -0.92215 -7.15937 0.335
O 4.31489 -1.62274 -2.88559 -0.655
C 4.93078 -1.85885 -1.86272 0.604
N 4.43721 -1.56752 -0.63521 -0.219
C 6.30218 -2.49845 -1.88461 -0.782
H 4.93624 -1.75575 0.21252 0.201
H 3.52544 -1.14202 -0.57748 0.160
H 6.97722 -1.86348 -2.45592 0.171
H 6.23034 -3.46692 -2.37601 0.240
H 6.71285 -2.64038 -0.88542 0.320
O 2.84871 3.58251 -0.21900 -0.510
C 2.83242 4.39628 -1.13450 0.587
N 2.13241 4.19591 -2.26694 -0.080
C 3.60436 5.69460 -1.05015 -0.872
H 2.12517 4.86430 -3.01263 0.139
H 1.58359 3.34656 -2.38549 0.092
H 4.66087 5.47449 -0.91157 0.210
H 3.26103 6.25838 -0.18588 0.227
H 3.48120 6.30401 -1.94613 0.328
O -6.31100 -1.89128 -1.85382 -0.580
C -6.65708 -2.91501 -2.39509 0.513
N -7.47110 -2.90026 -3.49232 -0.409
C -6.22382 -4.27734 -1.90558 -0.877
H -7.77534 -3.73131 -3.95963 0.165
H -7.77261 -2.00445 -3.83473 0.242
H -6.55773 -4.40144 -0.87745 0.245
H -5.13694 -4.32649 -1.92759 0.243
H -6.62905 -5.08918 -2.51085 0.344
O 5.27420 5.77579 1.95939 -0.607
C 5.42414 4.73821 2.57452 0.383
N 6.41912 4.61336 3.50271 -0.385
C 4.55480 3.52114 2.37959 -0.440
H 6.56965 3.77535 4.02940 0.185
H 7.01684 5.40556 3.65939 0.241
H 4.61217 3.19841 1.34466 0.064
H 3.52124 3.77872 2.59612 0.231
H 4.86251 2.70190 3.03238 0.328
O 2.06914 -9.38768 9.93330 -0.638
C 3.08959 -9.33023 10.59215 0.621
N 3.56696 -8.14536 11.05110 -0.370
C 3.89631 -10.55665 10.94708 -0.864
H 4.40377 -8.06619 11.59554 0.183
H 3.04897 -7.31250 10.82615 0.237
H 4.21202 -11.04758 10.02855 0.240
H 3.26497 -11.24017 11.51133 0.248
H 4.77820 -10.31931 11.54087 0.323
```



[2]
The following is a DFT calculation (ωB97M-V/def2-TZVPD) of a 10-piece molecular cluster, C36H89N13O12 overall in a non-equilibrium geometry.

Computed properties:
ΔE to the lowest compared entry with this formula, charge and spin, kcal/mol: 0.0
HOMO-LUMO gap, eV: 8.52
SMILES string: CC1(C)CCCC(C)(C)N1O.CC1(C)CCCC(C)(C)N1O.CC1(C)CCCC(C)(C)N1O.NC(N)=O.NC(N)=O.NC(N)=O.NC(N)=O.NC(N)=O.OCCO.OCCO

Structure (XYZ):
```
150
Properties=species:S:1:pos:R:3:mulliken_charge:R:1
C 0.76524 -1.48549 -1.27744 -1.450
C -0.52925 -0.66203 -1.05536 1.832
C -0.88022 -0.08150 -2.44846 -2.294
C -1.74289 -1.55650 -0.69105 -1.286
C -1.73163 -1.93839 0.78120 -0.337
C -1.52209 -0.76593 1.71012 -1.389
C -0.43158 0.21262 1.33609 2.480
C -0.69590 1.51187 2.08126 -0.506
C 0.98365 -0.29065 1.80075 -1.353
N -0.40986 0.47016 -0.10579 1.513
O 0.46558 1.44953 -0.53437 -0.394
H 0.41018 -2.52553 -1.27950 0.315
H 1.32086 -1.25017 -2.18184 0.282
H 1.48658 -1.63924 -0.46642 -0.081
H -1.74630 0.58173 -2.35907 0.193
H -0.10818 0.67752 -2.61633 0.460
H -0.90911 -0.83847 -3.22315 0.405
H -2.67153 -1.07720 -0.99700 0.230
H -1.54323 -2.44702 -1.28709 0.495
H -2.68649 -2.41854 1.02553 0.639
H -1.04430 -2.77403 0.95578 -0.169
H -1.35748 -1.11334 2.73451 0.301
H -2.46969 -0.22037 1.79543 0.134
H -1.66616 1.93358 1.80791 -1.302
H 0.04897 2.27104 1.83557 -0.428
H -0.70908 1.39378 3.16737 0.793
H 1.75134 -0.03709 1.07008 0.060
H 1.01051 -1.37657 1.88565 0.125
H 1.25970 0.24589 2.70854 0.568
H 1.39222 1.14909 -0.43744 0.210
C -3.79963 3.69771 -2.78371 -1.979
C -2.62313 4.43080 -2.09254 1.666
C -1.29630 4.07060 -2.78137 -1.154
C -2.95322 5.91606 -2.32943 -1.430
C -2.06053 6.87006 -1.56592 -0.697
C -2.12425 6.56480 -0.06981 -1.123
C -1.97349 5.05387 0.25566 2.515
C -0.46202 4.77846 0.22676 -1.422
C -2.54698 4.87544 1.66631 -2.226
N -2.78416 4.24450 -0.64947 -0.173
O -2.84517 2.89368 -0.25360 -0.193
H -3.76078 3.86754 -3.86321 0.528
H -3.76080 2.60626 -2.71253 0.222
H -4.77872 3.99529 -2.41324 0.401
H -1.57409 3.67394 -3.75951 0.486
H -0.63028 4.92594 -2.81945 0.271
H -0.82306 3.18043 -2.35200 -0.004
H -2.99911 6.07671 -3.41065 0.457
H -3.96279 6.16622 -1.98663 0.432
H -1.02668 6.83290 -1.93644 0.285
H -2.29368 7.92797 -1.71421 0.442
H -3.11558 6.85508 0.28740 0.419
H -1.32598 7.15191 0.38452 0.331
H 0.07454 5.34434 -0.53474 0.363
H -0.26875 3.72338 -0.00152 -0.017
H -0.06134 4.94253 1.22786 0.465
H -2.08715 5.64620 2.29522 0.499
H -2.69031 3.88015 2.06227 0.063
H -3.54790 5.33006 1.70944 0.541
H -2.00178 2.47483 -0.51907 0.066
C 6.01617 -7.41836 -0.85693 -2.024
C 5.15820 -6.17229 -0.71503 1.739
C 6.09526 -5.00951 -0.32748 -1.380
C 4.47203 -5.84927 -2.06842 -1.670
C 3.40567 -4.77366 -2.04646 0.815
C 2.35034 -5.14187 -1.00310 -0.840
C 2.94791 -5.41832 0.39347 1.687
C 3.40868 -4.06230 0.97792 -1.020
C 1.76044 -6.03028 1.13536 -1.777
N 4.00399 -6.40081 0.17116 0.110
O 4.43955 -7.00326 1.40635 -0.515
H 6.46674 -7.76435 0.07095 0.356
H 5.29798 -8.19434 -1.15475 0.463
H 6.77867 -7.35634 -1.62937 0.399
H 6.30219 -5.02791 0.75010 0.245
H 7.10234 -5.05632 -0.74641 0.413
H 5.69910 -4.03664 -0.62048 0.286
H 5.21610 -5.48436 -2.78994 0.334
H 4.11309 -6.81246 -2.43806 0.376
H 3.77337 -3.75504 -1.89668 -0.535
H 2.94373 -4.69917 -3.03581 0.597
H 1.79629 -5.97940 -1.42385 0.641
H 1.68191 -4.28274 -0.87887 -0.324
H 2.47751 -3.51031 1.15690 -0.113
H 3.99966 -3.46114 0.29533 0.104
H 3.81282 -4.16393 1.98765 0.415
H 1.97846 -6.58433 2.05215 0.381
H 1.20344 -6.74140 0.52774 0.437
H 1.06972 -5.23661 1.42908 0.200
H 4.91262 -6.26057 1.82030 0.410
N -3.74780 1.76290 3.95623 -0.117
C -3.50022 2.62449 4.98481 0.640
N -4.21026 2.35115 6.11143 -0.360
O -2.69258 3.54706 4.85730 -0.764
H -3.24397 1.91882 3.10462 -0.216
H -4.16176 0.88840 4.22325 0.252
H -4.17996 2.97522 6.89515 0.234
H -4.88459 1.61151 6.11783 0.111
N 2.73269 3.12995 2.57251 -0.357
C 2.93237 3.32137 1.25029 0.305
N 2.87621 4.57610 0.75662 -0.309
O 3.20999 2.38951 0.46923 -0.759
H 2.84284 2.14626 2.77250 0.179
H 2.23302 3.69138 3.23545 0.240
H 2.86959 5.29139 1.46494 0.216
H 2.77137 4.78001 -0.21598 0.217
N -0.94058 4.33057 6.88484 -0.299
C 0.27666 3.72547 6.91719 0.475
N 0.61006 3.09375 5.76906 -0.214
O 0.96280 3.63915 7.93828 -0.696
H -1.56963 4.29704 6.08435 0.323
H -1.36197 4.65699 7.73425 0.204
H 0.06311 3.32941 4.95404 0.147
H 1.55529 2.77564 5.65805 0.185
N 4.48663 -0.11957 0.83109 -0.190
C 4.66387 -0.51927 -0.46505 0.607
N 3.86961 0.24038 -1.28062 -0.078
O 5.44015 -1.38879 -0.87467 -0.749
H 3.88740 0.69995 0.90108 -0.001
H 4.96735 -0.60086 1.56709 0.221
H 3.55579 -0.01650 -2.20810 0.219
H 3.56224 1.06724 -0.78183 0.145
N 3.81142 -2.07209 -5.69833 -0.460
C 3.81226 -1.53574 -4.42964 0.695
N 4.80529 -1.99635 -3.64445 -0.156
O 3.02034 -0.68219 -4.02091 -0.732
H 3.04129 -1.90455 -6.31646 0.231
H 4.59214 -2.62271 -5.99003 0.154
H 5.47015 -2.71154 -3.86718 0.205
H 4.91280 -1.58733 -2.72388 -0.118
O -3.35294 -0.82186 -5.94977 -0.559
C -3.51118 -1.74458 -4.90853 -0.135
C -4.49442 -2.82747 -5.31899 -0.501
O -5.80851 -2.27615 -5.39946 -0.514
H -2.63179 -0.20451 -5.81521 0.308
H -2.57893 -2.25186 -4.61768 0.219
H -3.83873 -1.32026 -3.95102 0.260
H -4.54043 -3.56954 -4.52171 0.313
H -4.09559 -3.30338 -6.22054 0.273
H -5.68952 -1.45789 -5.90034 0.343
O -6.02648 -0.04330 3.83763 -0.448
C -6.35430 -0.84213 2.72544 -0.649
C -5.38641 -0.89656 1.57052 0.636
O -5.97724 -1.74320 0.60365 -0.583
H -6.58454 -0.33574 4.56130 0.298
H -6.61406 -1.85745 3.05633 0.374
H -7.30168 -0.55730 2.24035 0.267
H -4.37093 -1.23952 1.79635 -0.238
H -5.20008 0.09720 1.14325 0.107
H -5.60439 -1.61727 -0.27058 0.310
```



Number 1: LUMO level 1.467 eV. Number 2: LUMO level 0.140 eV.